{"formula": "C3H14O5", "method": "ωB97M-V/def2-TZVPD", "elements": ["C", "O", "C", "C", "O", "H", "H", "H", "H", "H", "H", "H", "H", "H", "H", "O", "H", "H", "O", "H", "H", "O"], "coordinates": [[0.2641, -0.3630, -0.6288], [1.2392, -1.1123, -0.0895], [-0.0389, 0.7528, 0.3536], [1.1809, 1.5184, 0.5253], [3.0645, 1.1768, -1.2623], [0.5314, -0.0250, -1.6336], [-0.6643, -1.0859, -0.8879], [-2.0471, -0.0417, -1.4939], [-0.9465, 1.3592, 0.3409], [-0.2072, 0.2452, 1.4630], [1.7802, 1.1987, 1.3938], [2.0300, 1.3508, -0.3124], [0.9735, 2.5823, 0.6453], [-0.1790, -0.5146, 3.3012], [3.9738, 1.4679, -1.1064], [0.2880, 0.0941, 2.7090], [-0.4986, -3.8163, -0.8968], [1.0286, -2.0691, -0.2572], [-0.2992, -2.8901, -0.7150], [-3.2739, 0.3954, -0.7775], [-4.0993, -0.5888, -0.4429], [-4.1002, 0.3649, -0.2276]], "atomic_forces_ev_per_a": [[0.630, 0.056, 0.974], [-0.351, 0.001, 0.065], [1.551, 2.210, -3.095], [-2.315, 0.836, 2.810], [-1.905, -0.254, 0.139], [-0.269, 0.258, -0.037], [-1.396, -0.462, -0.451], [1.255, -0.732, 0.503], [-0.204, -0.295, -0.795], [0.984, -1.271, 4.108], [0.567, -0.426, -0.641], [2.781, -0.423, -1.896], [0.082, -0.004, -0.007], [-0.262, -0.093, -0.359], [-0.321, 0.319, 0.830], [-0.680, 0.486, -2.016], [-0.292, 0.183, -0.240], [-0.470, -0.983, -0.515], [0.767, 0.578, 0.499], [-0.119, 1.552, 0.404], [-1.364, -0.123, 0.915], [1.331, -1.412, -1.193]], "mulliken_charge": [-0.37, -0.34, 0.33, -0.90, -0.67, 0.44, 0.21, 0.15, 0.47, 0.03, 0.39, 0.37, 0.32, 0.25, 0.25, -0.61, 0.21, 0.36, -0.77, 0.13, 0.38, -0.62], "e_tot_ha": -498.3167, "charge": 0, "spin_multiplicity": 1, "e_lumo_ev": -4.735}